No. 1
Entry from the OMol25 dataset: a molecular structure, C66H73N3O5Se2SiTeV (ωB97M-V with the def2-TZVPD basis set).

- spin multiplicity = 4
- calculated total energy (Ha) = -9403.76140
- charge = -2
- expectation value of S² = 3.783
- ΔE to the lowest compared entry with this formula, charge and spin (kcal/mol) = 65.6
- frontier orbital gap (alpha / beta) (eV) = 4.021 / 6.254
- largest force on an atom (eV Å⁻¹) = 4.8

Atoms and positions in Å:
V  -0.1034  0.2635  0.1694
C  0.2756  -3.9240  6.4667
C  0.2673  -4.7923  5.2053
C  -0.9528  -5.7233  5.2747
C  1.5475  -5.6430  5.1970
C  0.1939  -3.9624  3.9288
C  0.0755  -2.5795  3.9122
C  0.0437  -1.9015  2.7140
Se  -0.1187  0.0413  2.6011
C  -2.0217  -0.0138  2.6881
C  -2.6723  -0.1311  3.8914
C  -4.0484  -0.3280  3.9160
C  -4.7026  -0.3277  2.6886
C  -4.0787  -0.1848  1.4554
C  -2.6576  -0.1078  1.4224
O  -1.9184  -0.1381  0.3723
C  -4.9716  -0.1177  0.2193
C  -6.0039  1.0074  0.4296
C  -5.6639  -1.4732  0.0093
C  -4.2191  0.2095  -1.0645
C  -4.7515  -0.5501  5.2473
C  -4.4838  0.6444  6.1731
C  -6.2673  -0.7033  5.0950
C  -4.2029  -1.8336  5.8891
C  0.1301  -2.5473  1.4621
O  0.2213  -1.8299  0.3812
C  0.1827  -3.9662  1.4696
C  0.2301  -4.6092  2.6963
C  0.1912  -4.8270  0.2059
C  -0.8783  -5.9291  0.3447
C  -0.1391  -4.0429  -1.0646
C  1.5838  -5.4505  0.0199
H  0.3681  -4.5553  7.3518
H  -0.6507  -3.3605  6.5494
H  1.1106  -3.2277  6.4518
H  -0.9111  -6.3407  6.1730
H  -0.9906  -6.3779  4.4073
H  -1.8678  -5.1349  5.2950
H  1.6340  -6.2201  6.1192
H  2.4226  -5.0039  5.1031
H  1.5472  -6.3391  4.3620
H  0.0257  -1.9967  4.8209
H  -2.0831  -0.0927  4.7991
H  -5.7741  -0.4541  2.6835
H  -6.7260  0.7648  1.2082
H  -6.5522  1.1994  -0.4931
H  -5.4775  1.9187  0.7112
H  -6.2313  -1.7822  0.8855
H  -4.9070  -2.2288  -0.1953
H  -6.3392  -1.4251  -0.8447
H  -3.7433  1.1856  -0.9937
H  -4.9131  0.2287  -1.9035
H  -3.4495  -0.5246  -1.2747
H  -4.8483  1.5595  5.7118
H  -3.4207  0.7621  6.3591
H  -4.9889  0.5114  7.1303
H  -6.6969  0.1847  4.6371
H  -6.7264  -0.8400  6.0743
H  -6.5051  -1.5709  4.4840
H  -3.1293  -1.7636  6.0420
H  -4.3930  -2.6852  5.2387
H  -4.6798  -2.0184  6.8521
H  0.3044  -5.6879  2.6899
H  -1.8294  -5.4815  0.6301
H  -0.6132  -6.6747  1.0938
H  -1.0126  -6.4452  -0.6061
H  -1.0581  -3.4763  -0.9372
H  -0.2604  -4.7299  -1.9040
H  0.6545  -3.3468  -1.3183
H  1.8885  -6.0341  0.8886
H  2.3123  -4.6538  -0.1381
H  1.5908  -6.1004  -0.8560
O  -0.1156  2.5129  2.1287
N  0.8524  2.6178  1.2831
O  0.8585  1.6525  0.4052
Te  2.5930  -1.1163  -0.1341
C  4.7532  -0.6478  -0.2131
C  5.7328  -1.5926  -0.4977
C  7.0786  -1.2764  -0.4269
C  7.4790  -0.0030  -0.0624
C  6.5185  0.9579  0.2017
C  5.1771  0.6361  0.1185
C  2.9115  -0.9549  1.9853
C  3.1211  -2.0929  2.7538
C  3.3035  -1.9973  4.1233
C  3.2895  -0.7598  4.7446
C  3.1006  0.3822  3.9853
C  2.9037  0.2842  2.6148
H  5.4303  -2.5958  -0.7668
H  7.8291  -2.0258  -0.6497
H  8.5317  0.2411  0.0097
H  6.8240  1.9599  0.4682
H  4.4314  1.3974  0.3132
H  3.1210  -3.0657  2.2784
H  3.4590  -2.8961  4.7065
H  3.4235  -0.6889  5.8178
H  3.1032  1.3593  4.4498
H  2.7402  1.1884  2.0407
C  -1.9749  4.9805  1.4841
N  -1.0724  5.1970  0.3932
C  -0.8081  4.2398  -0.5508
Se  -1.7268  2.7063  -0.8258
N  0.1280  4.7791  -1.4007
C  0.4428  6.0492  -1.0109
C  1.2858  7.0086  -1.5485
C  1.3385  8.2502  -0.9058
C  0.5832  8.5144  0.2211
C  -0.2670  7.5526  0.7716
C  -0.3331  6.3161  0.1387
H  -1.8755  3.9456  1.8158
H  -3.0049  5.1509  1.1624
H  -1.7217  5.6493  2.3028
H  0.5445  4.2490  -2.1472
H  1.8852  6.8056  -2.4230
H  1.9926  9.0162  -1.3012
H  0.6469  9.4881  0.6909
H  -0.8476  7.7707  1.6546
O  0.0430  -0.1379  -2.0103
Si  -0.4280  -0.7188  -3.3691
C  0.5882  -2.2532  -3.9354
C  1.8953  -2.4174  -3.4933
C  2.6377  -3.5436  -3.8061
C  2.0833  -4.5359  -4.5984
C  0.7989  -4.3712  -5.0898
C  0.0701  -3.2409  -4.7636
C  -0.1389  0.4046  -4.9050
C  0.7281  1.4893  -4.8599
C  1.0010  2.2479  -5.9864
C  0.4064  1.9343  -7.1965
C  -0.4598  0.8555  -7.2642
C  -0.7215  0.1058  -6.1320
C  -2.2635  -1.2414  -3.5959
C  -3.1987  -0.3477  -4.1046
C  -4.5142  -0.7186  -4.3268
C  -4.9382  -1.9999  -4.0205
C  -4.0280  -2.9037  -3.4994
C  -2.7123  -2.5232  -3.2963
H  2.3399  -1.6441  -2.8734
H  3.6444  -3.6517  -3.4194
H  2.6468  -5.4298  -4.8310
H  0.3651  -5.1328  -5.7254
H  -0.9293  -3.1287  -5.1608
H  1.1935  1.7317  -3.9156
H  1.6818  3.0889  -5.9292
H  0.6142  2.5241  -8.0824
H  -0.9316  0.6027  -8.2069
H  -1.4052  -0.7311  -6.2025
H  -2.8885  0.6621  -4.3283
H  -5.2170  -0.0050  -4.7372
H  -5.9678  -2.2942  -4.1822
H  -4.3411  -3.9147  -3.2612
H  -2.0127  -3.2507  -2.9103


No. 2
Entry from the OMol25 dataset: 7 unconnected molecules or ions with the total composition C66H83ClN8O15P (ωB97M-V with the def2-TZVPD basis set).

- calculated total energy (Ha) = -4931.73783
- charge = +1
- ΔE to the lowest compared entry with this formula, charge and spin (kcal/mol) = 237.3
- frontier orbital gap (eV) = 8.029
- largest force on an atom (eV Å⁻¹) = 5.5

Atoms and positions in Å:
C  -0.9531  2.8978  1.7916
C  -2.3483  3.7402  1.6844
C  -3.5323  2.7180  1.3061
N  -3.0591  1.9461  0.0818
C  -4.2404  1.4609  -0.6796
O  -5.3360  1.0270  0.2029
C  -4.8806  -0.2753  0.6419
C  -4.7065  -1.3457  -0.5890
C  -4.7902  -2.7456  0.1168
Cl  -4.4375  -4.2933  -0.7977
C  -4.0767  -2.8850  1.5905
C  -5.1623  -2.9313  2.7985
N  -3.5503  -0.9728  -1.5204
C  -3.7806  -1.7323  -2.8109
C  -2.6613  -2.7287  -3.3418
C  -1.2962  -2.0181  -3.8803
C  -0.5399  -3.1885  -4.7362
C  0.8152  -2.5305  -5.3137
C  2.1555  -3.0204  -4.5872
C  2.3722  -2.4545  -3.1012
C  2.3535  -0.8591  -2.9713
O  3.6662  -0.2418  -3.2286
C  4.0763  0.5434  -2.1085
C  3.2877  1.8103  -1.5360
O  5.1403  0.2271  -1.5033
P  -2.0553  -1.1304  -0.6329
C  -0.6427  0.0451  -0.9334
C  -1.2690  -2.7660  -0.3155
C  -3.9487  0.4692  -1.8933
C  -2.9901  1.2374  -2.8923
C  -3.7351  2.2704  -3.8884
C  -5.2267  2.6678  -3.8164
C  -5.8668  3.7014  -4.7779
C  -5.0293  4.4296  -5.8826
C  -3.5374  4.0275  -5.9900
C  -2.8905  2.9785  -5.0135
C  -1.3348  2.6646  -5.2234
H  -0.3424  3.1050  0.8313
H  -1.1356  1.7671  1.8573
H  -0.3194  3.2745  2.6625
H  -2.5696  4.2952  2.6557
H  -2.2077  4.4458  0.7890
H  -3.7921  1.9783  2.1322
H  -4.4453  3.3538  0.9846
H  -2.5326  2.6742  -0.4439
H  -4.6812  2.4166  -1.1762
H  -3.9477  -0.1736  1.2831
H  -5.7461  -0.7174  1.2699
H  -5.7023  -1.1997  -1.1651
H  -5.9127  -2.8667  0.4023
H  -3.5832  -3.9322  1.6067
H  -3.2303  -2.1463  1.7552
H  -6.1658  -2.4626  2.5211
H  -5.3027  -3.9950  3.2097
H  -4.7067  -2.3075  3.6496
H  -4.7489  -2.3659  -2.7314
H  -4.0331  -1.0769  -3.7324
H  -3.1036  -3.1994  -4.3067
H  -2.4454  -3.6385  -2.6749
H  -1.4947  -1.1837  -4.6324
H  -0.5677  -1.7541  -3.0440
H  -1.2125  -3.6575  -5.5276
H  -0.2020  -4.0397  -4.0257
H  0.9110  -2.8554  -6.4206
H  0.7126  -1.3918  -5.2847
H  3.0405  -2.6201  -5.2166
H  2.2905  -4.1569  -4.5492
H  3.4094  -2.7967  -2.7227
H  1.6055  -2.9006  -2.3735
H  1.5558  -0.3525  -3.6185
H  2.1276  -0.6279  -1.8593
H  2.3633  2.0947  -2.1506
H  2.8991  1.5282  -0.4829
H  3.9806  2.7136  -1.3617
H  -0.6421  1.0266  -0.3574
H  -0.4906  0.3100  -2.0523
H  0.3494  -0.4783  -0.6401
H  -1.8502  -3.6253  0.1291
H  -0.3601  -2.6012  0.3837
H  -0.7905  -3.1677  -1.2942
H  -4.9687  0.3781  -2.4353
H  -2.4135  0.5228  -3.5979
H  -2.1593  1.8687  -2.3927
H  -5.9014  2.1908  -3.0122
H  -6.9744  4.0048  -4.7194
H  -5.5272  5.2109  -6.5641
H  -2.8771  4.5219  -6.7877
H  -0.7687  3.5692  -5.6406
H  -1.2860  1.8533  -6.0501
H  -0.8360  2.2058  -4.3029
C  -5.5802  8.8296  4.3992
C  -5.4160  9.1223  3.0482
C  -4.2896  8.6701  2.3694
C  -3.3345  7.9203  3.0540
C  -3.4893  7.6302  4.4085
C  -4.6177  8.0892  5.0797
N  -2.1592  7.4203  2.3386
O  -2.0450  7.7085  1.1558
O  -1.3594  6.7382  2.9648
H  -6.4637  9.1798  4.9245
H  -6.1687  9.7012  2.5235
H  -4.1735  8.9049  1.3170
H  -2.7479  7.0514  4.9495
H  -4.7496  7.8667  6.1333
C  4.7814  -8.9095  -5.3119
C  4.5544  -7.5363  -5.3058
C  3.3417  -7.0289  -5.7589
C  2.3595  -7.9078  -6.2129
C  2.5836  -9.2834  -6.2288
C  3.8009  -9.7816  -5.7761
N  1.0715  -7.3793  -6.6675
O  0.9173  -6.1644  -6.6563
O  0.2220  -8.1798  -7.0281
H  5.7280  -9.3022  -4.9519
H  5.3233  -6.8613  -4.9442
H  3.1775  -5.9571  -5.7490
H  1.8265  -9.9735  -6.5851
H  3.9848  -10.8507  -5.7812
C  1.9636  9.4734  6.1883
C  1.7281  9.0874  7.5051
C  1.0502  7.9028  7.7734
C  0.6160  7.1089  6.7130
C  0.8420  7.4937  5.3930
C  1.5181  8.6812  5.1339
N  -0.0760  5.8479  6.9890
O  -0.2742  5.5503  8.1576
O  -0.4135  5.1607  6.0327
H  2.4981  10.3960  5.9829
H  2.0763  9.7095  8.3229
H  0.8733  7.6134  8.8034
H  0.5034  6.8847  4.5615
H  1.7019  8.9882  4.1095
C  6.7595  -6.7534  0.5006
C  7.3400  -5.9967  -0.5132
C  7.7276  -6.6056  -1.7020
C  7.5246  -7.9748  -1.8666
C  6.9509  -8.7393  -0.8525
C  6.5690  -8.1222  0.3341
N  7.9079  -8.6158  -3.1265
O  8.4251  -7.9174  -3.9869
O  7.6847  -9.8125  -3.2490
H  6.4530  -6.2737  1.4252
H  7.4875  -4.9304  -0.3773
H  8.1787  -6.0048  -2.4842
H  6.7941  -9.8058  -0.9709
H  6.1187  -8.7075  1.1289
C  -0.9144  -4.6662  6.2291
C  -1.7098  -4.5227  5.0959
C  -1.1402  -4.6061  3.8300
C  0.2290  -4.8384  3.7104
C  1.0320  -4.9755  4.8411
C  0.4539  -4.8878  6.1031
N  0.8294  -4.9521  2.3792
O  0.0966  -4.8073  1.4067
O  2.0250  -5.1882  2.3122
H  -1.3635  -4.6061  7.2158
H  -2.7759  -4.3486  5.2002
H  -1.7708  -4.4926  2.9554
H  2.0988  -5.1516  4.7566
H  1.0694  -4.9960  6.9899
C  3.8151  3.3146  4.4274
C  5.1827  3.1657  4.2150
C  5.9998  4.2878  4.1218
C  5.4358  5.5562  4.2473
C  4.0668  5.7123  4.4523
C  3.2566  4.5845  4.5417
N  6.2953  6.7405  4.1750
O  7.4885  6.5666  3.9755
O  5.7702  7.8351  4.3222
H  3.1812  2.4363  4.5054
H  5.6127  2.1735  4.1253
H  7.0637  4.1582  3.9563
H  3.6192  6.6959  4.5461
H  2.1889  4.6948  4.7044